(1)
{
  "formula": "C4H7ClNO4",
  "method": "the ωB97M-V functional and the def2-TZVPD basis",
  "homo_lumo_gap_ha": 0.32339,
  "relative_energy_kj_mol": 9.3,
  "e_tot_ha": -972.32822,
  "lumo_ev": 3.21,
  "total_charge": -1,
  "symbols": ["Cl", "O", "O", "O", "O", "C", "C", "C", "C", "N", "H", "H", "H", "H", "H", "H", "H"],
  "coordinates": [[20.002430, 3.625618, 33.483878], [21.335924, 3.789668, 32.935147], [19.078682, 3.184080, 32.452256], [19.892373, 2.723960, 34.625746], [19.563102, 4.901830, 34.017111], [14.952470, 1.773804, 37.214118], [15.977527, 2.905539, 37.301992], [16.879817, 3.135510, 36.060440], [16.175413, 3.093539, 34.771338], [15.582350, 3.038889, 33.789694], [14.276062, 1.800381, 36.357268], [14.323688, 1.849168, 38.101085], [15.475725, 0.822000, 37.113377], [16.609853, 2.710752, 38.167944], [15.514875, 3.880083, 37.478472], [17.577220, 2.291836, 36.043136], [17.554344, 3.986006, 36.136597]],
  "forces_ev_per_angstrom": [[-1.567, 0.919, 0.560], [-0.328, -0.783, 0.484], [0.727, 0.007, 0.190], [1.040, -0.671, -0.621], [0.066, 0.506, -0.458], [0.122, 0.346, -0.330], [-0.113, 0.976, -0.738], [0.444, -1.561, 0.232], [0.017, 0.333, 0.412], [-0.097, -0.031, 0.068], [0.167, 0.445, -0.110], [0.079, -0.519, 0.119], [-0.108, -0.133, 0.434], [0.200, 0.066, -0.079], [-0.422, -0.190, 0.254], [0.092, 0.006, -0.329], [-0.320, 0.283, -0.089]],
  "mulliken_charge": [1.604, -0.662, -0.630, -0.646, -0.664, -1.135, -0.516, -0.249, 0.252, -0.517, 0.362, 0.331, 0.287, 0.311, 0.326, 0.176, 0.371]
}


(2)
{
  "formula": "C20H36MoNOP2",
  "method": "the ωB97M-V functional and the def2-TZVPD basis",
  "multiplicity": 4,
  "homo_lumo_gap_ha": [0.18138, 0.18516],
  "relative_energy_kj_mol": 390.5,
  "e_tot_ha": -1663.57668,
  "lumo_ev": [-7.06, -6.96],
  "total_charge": 2,
  "symbols": ["P", "P", "C", "C", "H", "H", "H", "H", "C", "H", "H", "H", "C", "H", "H", "H", "C", "H", "H", "H", "C", "H", "H", "H", "Mo", "C", "C", "C", "C", "C", "C", "C", "C", "C", "H", "H", "H", "H", "H", "H", "H", "H", "H", "H", "H", "H", "H", "H", "H", "O", "N", "C", "C", "C", "C", "C", "H", "H", "H", "H", "H"],
  "coordinates": [[-1.400842, 4.762941, -3.165632], [1.148364, 3.262068, -4.567317], [-0.342746, 5.471282, -4.338160], [0.156776, 4.520829, -5.383202], [0.461621, 5.911880, -3.763432], [-0.928098, 6.265358, -4.782508], [-0.608790, 3.997092, -5.966719], [0.828975, 4.999041, -6.099677], [2.851253, 3.900624, -4.421543], [3.545691, 3.179435, -3.967020], [2.925060, 4.841756, -3.870243], [3.255326, 4.085299, -5.433548], [1.549333, 1.950214, -5.786079], [2.202834, 2.357433, -6.570811], [0.664756, 1.551053, -6.291666], [2.119684, 1.112842, -5.347804], [-1.939423, 6.261701, -2.253361], [-2.593986, 6.111890, -1.358195], [-2.459095, 6.867359, -3.013054], [-1.029531, 6.804582, -1.951547], [-2.794715, 4.234182, -4.190030], [-2.440465, 3.482915, -4.895225], [-3.070832, 5.131291, -4.742618], [-3.657839, 3.840013, -3.652540], [-2.151436, 3.817271, -1.288673], [0.895923, -0.390075, -1.910796], [1.785260, 0.561151, -1.602516], [2.067646, 1.828333, -2.306597], [1.019135, 2.821108, -1.807375], [0.255326, 2.696100, -3.177160], [-0.735399, 1.722692, -3.254811], [-0.527974, 0.476403, -3.924580], [-0.166093, -0.621572, -2.918192], [-1.635610, 2.258821, 0.223835], [1.148945, -1.367901, -1.484330], [2.649515, 0.229441, -1.063187], [1.947336, 1.574555, -3.389719], [3.090902, 2.196268, -2.223013], [0.596973, 2.420244, -0.869982], [1.496329, 3.758287, -1.536065], [-0.516971, 3.944746, -1.180856], [-1.741698, 1.832914, -2.788301], [0.205096, 0.583112, -4.700349], [-1.453502, 0.231407, -4.464083], [-1.082222, -0.850557, -2.359819], [0.087169, -1.476985, -3.535188], [-1.073090, 1.723302, -0.556301], [-2.392568, 1.574723, 0.628494], [-0.932706, 2.580195, 1.006671], [2.023913, -2.479512, 0.245664], [1.465297, -2.564445, 1.423105], [1.796318, -1.663842, 2.406214], [1.298827, -1.813928, 3.693208], [0.421506, -2.858130, 3.979176], [0.052063, -3.743736, 2.959170], [0.575852, -3.570873, 1.683393], [2.481022, -0.876204, 2.122492], [1.619641, -1.093307, 4.449467], [0.024298, -2.989630, 4.997696], [-0.638470, -4.577611, 3.127584], [0.332657, -4.235895, 0.858466]],
  "forces_ev_per_angstrom": [[-1.544, -0.507, 0.483], [2.269, -1.594, -2.264], [0.965, 0.646, -0.658], [0.711, -0.708, -0.514], [0.469, 0.387, -0.101], [-0.006, 0.421, -0.174], [-0.082, 0.287, 0.181], [-0.138, 0.148, -0.017], [0.412, 0.565, 0.495], [-0.493, 0.184, -0.092], [-0.045, -0.105, 0.057], [-0.570, -0.038, 0.279], [-0.152, -0.084, -0.755], [-0.249, 0.188, 0.231], [0.140, 0.083, 0.087], [-0.331, 0.439, 0.061], [-0.168, 0.602, -0.588], [0.237, 0.251, -0.502], [-0.199, 0.046, 0.613], [-0.389, -0.246, 0.136], [0.057, 0.434, -0.567], [-0.166, -0.092, 0.037], [-0.490, -0.097, -0.232], [-0.036, 0.072, 0.000], [-0.956, -0.831, 3.834], [1.510, -0.909, -0.015], [0.680, -1.782, -1.051], [0.395, -0.705, -0.352], [0.736, 0.600, -0.903], [-1.567, 0.145, 1.929], [0.176, 1.838, -0.005], [-1.239, -0.238, -2.128], [-0.924, 0.666, 0.142], [0.253, 0.427, -1.323], [-0.230, 0.401, 0.649], [-0.067, -0.284, 1.056], [0.557, 0.136, 1.103], [-0.049, -0.190, 0.534], [-0.269, 0.197, -1.032], [-0.210, 0.543, -0.392], [-0.452, 0.779, 0.585], [1.132, -0.275, 0.846], [0.471, -0.360, 0.071], [0.092, -0.604, 0.187], [0.049, -0.257, -0.160], [0.046, -0.412, 0.212], [0.041, -0.609, 0.559], [-0.075, 0.400, -0.185], [-0.291, -0.015, -0.286], [-0.510, 0.165, 0.619], [0.266, 0.080, -0.244], [-0.435, -0.763, 0.031], [-0.035, 0.004, -0.355], [-0.286, -0.287, 0.388], [0.212, 0.394, -0.083], [0.112, 0.196, 0.495], [-0.029, -0.235, -0.164], [-0.198, -0.335, -0.214], [0.259, 0.081, -0.632], [0.336, 0.432, -0.001], [0.298, 0.326, 0.087]],
  "mulliken_charge": [0.847, 0.978, -1.299, -0.968, 0.477, 0.734, 0.501, 0.541, -1.359, 0.410, 0.366, 0.516, -1.652, 0.531, 0.520, 0.489, -1.056, 0.534, 0.448, 0.413, -1.458, 0.427, 0.424, 0.498, -0.309, -0.432, -1.084, -0.465, -0.763, 1.322, -0.549, -0.981, -0.954, -0.880, 0.415, 0.567, 0.034, 0.456, 0.259, 0.643, 0.348, 0.228, 0.084, 0.465, 0.383, 0.598, 0.000, 0.422, 0.308, -0.731, 0.447, -0.157, -0.623, -0.149, -0.590, -0.125, 0.447, 0.364, 0.360, 0.372, 0.408]
}


(3)
{
  "formula": "C42H60N7O2PS3Sr",
  "method": "the ωB97M-V functional and the def2-TZVPD basis",
  "homo_lumo_gap_ha": 0.18007,
  "relative_energy_kj_mol": 126.6,
  "e_tot_ha": -3736.94884,
  "lumo_ev": 3.69,
  "total_charge": -2,
  "symbols": ["Sr", "S", "C", "S", "C", "C", "N", "C", "N", "S", "C", "N", "C", "C", "C", "C", "H", "H", "H", "H", "H", "O", "C", "N", "C", "N", "C", "C", "C", "C", "C", "C", "H", "H", "H", "H", "H", "H", "C", "O", "H", "H", "H", "H", "C", "C", "C", "C", "C", "C", "C", "C", "N", "C", "C", "C", "C", "H", "H", "H", "H", "H", "H", "H", "H", "H", "H", "H", "H", "H", "H", "H", "H", "H", "H", "C", "C", "C", "C", "P", "N", "C", "C", "C", "C", "C", "C", "C", "C", "H", "H", "H", "H", "H", "H", "H", "H", "H", "H", "H", "H", "H", "H", "H", "H", "H", "H", "H", "H", "H", "H", "H", "H", "H", "H", "H"],
  "coordinates": [[0.464826, -0.384956, 0.734872], [0.601974, -0.869198, 3.565384], [0.431082, -2.566039, 3.168252], [0.225722, -3.103998, 1.532818], [0.463996, -3.493487, 4.205666], [0.345636, -4.897868, 3.985890], [0.257816, -6.043518, 3.875382], [0.665863, -3.106028, 5.563349], [0.852178, -2.829601, 6.669250], [0.568524, 4.759694, 3.131819], [-0.661676, 4.018173, 4.006497], [-0.490215, 2.721965, 4.419646], [-1.397403, 1.989122, 5.104462], [-2.597225, 2.532498, 5.435500], [-2.850695, 3.862892, 5.036230], [-1.916125, 4.588738, 4.357175], [0.350719, 2.257606, 4.093492], [-1.091410, 0.982266, 5.356550], [-3.331438, 1.944892, 5.964005], [-3.807553, 4.313643, 5.269777], [-2.099300, 5.604800, 4.041611], [-0.324649, 2.582005, 0.736936], [0.099518, 2.318028, 1.750972], [-2.546326, -0.255394, -3.080514], [-1.620514, -0.423131, -2.104608], [-1.300999, 0.680856, -1.492469], [-2.052452, 1.666160, -2.121987], [-2.118810, 3.040362, -1.898414], [-2.976864, 3.787014, -2.684505], [-3.765284, 3.190489, -3.679738], [-3.716973, 1.828437, -3.911768], [-2.853065, 1.085268, -3.116489], [-2.995774, -0.997967, -3.586624], [-1.202751, -1.391606, -1.889574], [-1.519222, 3.500269, -1.127644], [-3.046978, 4.856386, -2.527426], [-4.426933, 3.808264, -4.274583], [-4.326519, 1.363799, -4.676358], [1.326609, -3.169857, -2.085988], [1.162969, -1.779939, -2.296007], [1.234782, -3.447829, -1.031907], [2.298128, -3.528638, -2.449870], [0.546856, -3.690948, -2.645517], [1.759674, -1.278556, -1.671655], [-3.273151, -4.319785, -3.233850], [-4.126836, -3.305468, -2.506296], [-5.477568, -3.145928, -2.859018], [-6.231053, -2.206057, -2.160660], [-7.700574, -2.045883, -2.477778], [-5.674844, -1.418494, -1.164772], [-4.291637, -1.526102, -0.766929], [-3.575673, -2.543122, -1.508606], [-3.582398, -0.849853, 0.118845], [-4.052359, 0.067402, 1.146742], [-5.540890, 0.115359, 1.534473], [-3.638541, 1.490118, 0.745444], [-3.257467, -0.304491, 2.409963], [-3.888187, -4.988478, -3.839729], [-2.696319, -4.925792, -2.532697], [-2.558601, -3.835413, -3.907323], [-5.925714, -3.758714, -3.634689], [-7.984111, -2.647887, -3.343422], [-7.949927, -1.002925, -2.690169], [-8.318134, -2.361580, -1.632434], [-6.323179, -0.695301, -0.696668], [-2.546957, -2.715124, -1.205768], [-6.151091, 0.577704, 0.759360], [-5.647910, 0.721206, 2.440991], [-5.931076, -0.882061, 1.746065], [-4.136777, 1.777705, -0.183997], [-2.566028, 1.515773, 0.563877], [-3.889114, 2.223477, 1.523378], [-3.508418, -1.312805, 2.741665], [-3.434247, 0.400514, 3.230519], [-2.196937, -0.300493, 2.147805], [6.523145, -1.181442, 0.014553], [5.051395, -1.349492, -0.367209], [4.986847, -2.024116, -1.747775], [4.378548, -2.338890, 0.603027], [3.956430, 0.212782, -0.450153], [2.458280, -0.149672, -0.498242], [4.479842, 1.180577, -2.016459], [3.750011, 0.560996, -3.219717], [5.974100, 1.295503, -2.327879], [3.899770, 2.599110, -1.881145], [4.445248, 1.303807, 1.042275], [5.816418, 1.981856, 1.022095], [3.360815, 2.382930, 1.211600], [4.359818, 0.415122, 2.296060], [7.029476, -2.144449, -0.117398], [6.650527, -0.891246, 1.056512], [7.039544, -0.452099, -0.609772], [5.354231, -3.050608, -1.654142], [5.606185, -1.520896, -2.489518], [3.963341, -2.066259, -2.119514], [4.772778, -3.343298, 0.419932], [3.299658, -2.366791, 0.447659], [4.555458, -2.101350, 1.649165], [4.194666, -0.372682, -3.555572], [3.788198, 1.266774, -4.056645], [2.704624, 0.372337, -2.975281], [6.405649, 0.344700, -2.639623], [6.554843, 1.668554, -1.485810], [6.107324, 1.999686, -3.157707], [2.872385, 2.567918, -1.516677], [3.891714, 3.074115, -2.867070], [4.491115, 3.229989, -1.218837], [5.891727, 2.738603, 0.241891], [6.637589, 1.278364, 0.895592], [5.961991, 2.491405, 1.981144], [3.583007, 3.297620, 0.665227], [3.246527, 2.645737, 2.265968], [2.404627, 2.006288, 0.854441], [5.200355, -0.272235, 2.374808], [3.435988, -0.165013, 2.329735], [4.371807, 1.053197, 3.184253]],
  "forces_ev_per_angstrom": [[-0.711, -0.188, -0.838], [0.075, 0.068, 0.126], [-0.056, 0.099, -0.154], [0.061, -0.148, 0.325], [0.035, -0.082, 0.131], [-0.012, 0.069, 0.004], [0.012, -0.010, 0.002], [0.056, 0.026, -0.098], [-0.065, -0.021, 0.031], [-0.102, 0.279, 0.205], [0.190, -0.205, 0.093], [-0.121, 0.036, 0.070], [0.059, -0.049, 0.085], [-0.067, 0.099, -0.008], [-0.016, -0.069, 0.044], [0.084, -0.027, -0.074], [0.023, 0.043, 0.140], [-0.014, -0.072, -0.147], [0.009, 0.003, 0.012], [0.000, 0.008, 0.001], [-0.012, 0.000, -0.002], [0.200, 0.064, 0.330], [-0.195, 0.129, -0.592], [0.222, 0.258, -0.237], [-0.124, 0.038, 0.060], [0.545, 0.161, -0.063], [0.053, 0.003, 0.117], [0.025, -0.048, -0.073], [-0.011, 0.003, -0.017], [-0.006, 0.030, 0.020], [-0.007, -0.006, 0.011], [0.008, -0.093, -0.015], [-0.135, -0.113, 0.162], [0.014, 0.109, -0.057], [0.000, 0.034, -0.008], [0.002, 0.005, 0.001], [-0.007, 0.004, 0.002], [-0.015, -0.021, 0.022], [0.003, 0.051, -0.042], [0.011, -0.171, 0.177], [0.015, -0.007, 0.008], [-0.008, -0.018, -0.016], [-0.012, -0.005, 0.012], [0.019, 0.178, -0.060], [-0.008, -0.011, 0.001], [0.041, -0.040, -0.037], [0.019, 0.043, -0.066], [-0.035, 0.061, 0.012], [0.015, 0.013, -0.009], [0.095, 0.014, 0.011], [-0.079, 0.014, 0.043], [-0.086, -0.190, 0.150], [-0.082, -0.268, 0.184], [0.075, 0.134, -0.138], [0.020, -0.156, 0.004], [-0.136, 0.021, 0.026], [-0.073, 0.054, -0.176], [-0.007, -0.008, 0.019], [0.010, 0.012, -0.003], [0.012, -0.007, 0.009], [-0.008, 0.000, 0.011], [0.001, 0.010, -0.006], [-0.002, -0.004, 0.001], [-0.003, 0.001, -0.005], [-0.024, 0.049, 0.053], [-0.118, -0.121, 0.062], [-0.017, 0.010, 0.014], [0.000, -0.024, -0.010], [-0.018, -0.026, -0.056], [-0.012, 0.027, 0.028], [-0.035, 0.021, -0.003], [0.015, -0.015, -0.006], [0.030, -0.023, -0.009], [0.040, 0.021, -0.009], [0.010, -0.052, 0.213], [0.005, -0.004, -0.017], [-0.184, -0.098, -0.041], [0.022, 0.040, -0.003], [0.004, 0.036, -0.003], [0.278, -0.097, -0.219], [0.374, 0.181, 0.162], [-0.162, 0.046, 0.040], [0.005, -0.005, 0.007], [-0.012, -0.012, -0.021], [0.027, -0.026, 0.027], [-0.225, -0.108, 0.090], [-0.001, 0.019, -0.008], [0.012, -0.006, 0.018], [0.033, 0.005, -0.031], [0.003, -0.003, 0.018], [-0.001, 0.000, 0.007], [0.015, -0.013, -0.013], [0.014, 0.004, 0.001], [-0.005, 0.003, -0.004], [0.001, -0.017, 0.008], [0.038, 0.010, 0.020], [0.001, -0.024, -0.011], [-0.003, 0.007, 0.001], [-0.008, -0.007, 0.008], [0.033, -0.010, -0.005], [-0.005, 0.005, -0.010], [-0.001, -0.005, 0.003], [0.009, 0.029, -0.001], [0.004, -0.014, -0.009], [-0.015, 0.006, -0.030], [0.032, 0.005, 0.003], [-0.013, 0.004, 0.015], [-0.004, 0.007, 0.001], [0.011, -0.008, 0.017], [0.009, 0.003, -0.001], [-0.005, -0.004, -0.008], [0.031, 0.026, -0.001], [-0.002, 0.009, -0.028], [0.000, -0.006, 0.007], [-0.016, 0.010, 0.010], [0.036, 0.010, -0.002]],
  "mulliken_charge": [1.363, -0.673, 0.943, -0.442, 0.140, -0.062, -0.660, 0.006, -0.658, -0.379, 0.366, -0.014, -0.412, -0.514, -0.115, -0.585, 0.143, 0.430, 0.435, 0.358, 0.363, -0.073, 0.038, 0.482, -1.775, 0.640, 0.225, -0.620, -0.698, -0.443, -1.044, 0.547, 0.226, 0.526, 0.457, 0.415, 0.372, 0.427, -0.524, -0.459, 0.043, 0.328, 0.276, -0.104, -1.542, 1.065, -1.092, 0.739, -1.598, -0.760, 0.497, -0.781, 0.052, 1.719, -2.345, -0.852, -0.899, 0.369, 0.315, 0.226, 0.181, 0.355, 0.327, 0.291, 0.171, 0.613, 0.449, 0.460, 0.426, 0.237, -0.291, 0.573, 0.430, 0.014, -0.001, -2.119, 2.719, -1.863, -1.863, -0.749, 0.145, 2.376, -1.644, -1.964, -1.756, 2.888, -2.096, -1.974, -2.148, 0.530, 0.284, 0.263, 0.690, 0.252, -0.003, 0.534, 0.259, 0.302, 0.274, 0.568, 0.219, 0.278, 0.265, 0.506, 0.077, 0.672, 0.236, 0.312, 0.251, 0.546, 0.142, 0.719, -0.044, 0.221, 0.379, 0.671]
}